A 9-piece molecular cluster, C13H46N4O11 overall at a distorted geometry, computed with ωB97M-V with the def2-TZVPD basis set.

The geometry in XYZ format:
```
74
Properties=species:S:1:pos:R:3:forces:R:3
C -0.352 3.871 7.299 0.5 -1.0 -0.9
O -1.110 3.632 6.111 0.0 0.3 0.4
C -0.271 3.153 5.070 -0.7 1.1 -0.2
C -1.058 3.292 3.793 -1.1 -0.9 -0.1
N -0.393 2.642 2.650 0.8 0.8 0.3
C -0.715 3.249 1.348 -1.7 2.2 2.8
C -0.630 2.464 0.177 -0.8 -3.0 -2.0
O -1.457 1.238 0.356 0.1 0.7 -1.4
C -1.410 0.458 -0.879 -0.2 0.6 0.0
H -0.037 2.895 7.730 0.2 0.6 -0.2
H -0.872 4.409 8.072 -0.7 0.2 -0.1
H 0.479 4.473 6.937 0.6 0.0 0.7
H -0.040 2.139 5.248 0.6 -1.4 0.3
H 0.658 3.735 4.969 0.0 0.0 0.3
H -1.280 4.350 3.690 0.0 0.3 -0.4
H -2.021 2.769 3.955 0.3 0.4 -0.1
H 0.588 2.887 2.749 0.2 -0.5 0.2
H -0.138 4.166 1.206 0.0 0.2 -0.1
H -1.777 3.563 1.380 0.3 0.0 0.3
H 0.307 2.038 -0.059 1.6 0.0 -0.2
H -0.886 3.161 -0.658 -0.5 -1.0 0.1
H -2.116 -0.408 -0.861 0.4 1.3 0.1
H -0.423 0.007 -1.048 0.0 0.2 0.2
H -1.602 1.151 -1.717 -0.1 -0.6 0.2
C -2.402 -2.055 1.075 1.5 0.5 -0.4
O -1.412 -2.273 0.040 -0.3 -0.6 0.4
C -1.836 -2.909 -1.163 0.8 1.0 -1.2
C -0.634 -2.824 -2.179 -1.3 -2.0 -0.3
N -0.745 -1.724 -3.086 -1.2 0.2 -0.6
C -1.746 -1.728 -4.202 1.0 -0.2 1.4
C -1.673 -0.353 -4.865 -0.4 -0.5 1.6
O -2.127 0.697 -4.014 1.4 0.0 0.1
C -3.497 0.764 -3.818 -1.0 0.2 -0.5
H -2.863 -1.100 0.799 -0.3 -0.1 0.7
H -1.841 -2.018 2.063 -0.8 0.1 -1.2
H -3.115 -2.855 1.070 -0.5 -0.5 0.2
H -2.666 -2.412 -1.687 -0.1 0.4 0.5
H -2.192 -3.913 -1.028 0.1 -0.8 0.6
H -0.585 -3.853 -2.705 -0.1 1.3 0.4
H 0.253 -2.796 -1.572 0.6 0.4 0.0
H 0.067 -1.157 -3.285 -0.2 -0.3 0.0
H -2.785 -1.896 -3.816 0.8 0.1 -0.1
H -1.546 -2.549 -4.929 -0.1 0.5 0.2
H -2.290 -0.388 -5.708 -1.1 0.1 -1.7
H -0.671 -0.137 -5.183 0.6 0.3 0.1
H -3.917 0.121 -3.014 0.5 0.2 -0.3
H -3.945 0.458 -4.777 -0.6 0.2 0.3
H -3.777 1.819 -3.594 0.2 -0.7 -0.1
N 0.998 -3.652 0.820 -0.5 1.7 0.2
C 1.784 -3.622 1.969 0.1 -2.2 0.9
N 1.951 -2.447 2.636 0.8 -1.1 0.3
O 2.241 -4.698 2.387 0.0 1.4 -0.2
H 0.529 -4.542 0.721 0.4 -0.1 0.0
H 0.291 -2.902 0.823 0.4 -0.5 -0.4
H 1.635 -1.546 2.360 -0.5 0.6 -0.3
H 2.543 -2.521 3.456 -0.2 0.0 -0.4
O 0.516 0.005 2.200 0.0 -0.5 -0.1
H -0.144 -0.112 1.498 0.0 0.3 0.0
H 0.041 0.535 2.858 0.1 0.3 -0.4
O 4.871 -0.772 -3.620 -1.4 -0.4 -1.2
H 4.067 -0.537 -4.156 0.9 0.1 0.7
H 4.683 -1.714 -3.465 0.3 0.3 0.4
O 5.102 0.844 -1.521 0.6 0.4 -0.3
H 4.862 0.292 -2.301 0.4 0.0 0.1
H 5.861 1.394 -1.794 -0.7 -0.5 0.3
O 1.910 -0.041 -3.438 -0.1 -0.2 -0.9
H 1.862 -0.896 -3.003 0.4 -0.4 0.5
H 1.718 0.587 -2.748 0.0 0.4 0.6
O 2.784 -2.019 -1.395 -0.4 -0.5 0.9
H 2.794 -1.166 -0.896 -0.1 -0.5 -0.3
H 2.492 -2.701 -0.736 0.2 0.8 -0.8
O 2.732 0.581 -0.442 1.1 0.0 -0.5
H 2.665 0.705 0.502 -0.2 0.0 0.5
H 3.715 0.690 -0.661 -1.2 0.3 0.2
```
Forces are in eV/Å.

Properties
- Energy above the lowest of the compared OMol25 structures with the same formula, charge and spin: 0.000 eV
- Charge: 0
- Orbital gap: 8.92 eV

These are the Löwdin partial charges, in e, on atoms 1 to 2: atom 1 (C): -0.092, atom 2 (O): -0.190

=====

A 10-piece molecular cluster, C13H46N8O10 overall at a distorted geometry, computed with ωB97M-V with the def2-TZVPD basis set.

The geometry in XYZ format:
```
77
Properties=species:S:1:pos:R:3:forces:R:3
N -1.110 -3.481 2.312 0.5 -1.7 -2.5
C -1.381 -3.608 3.605 -4.4 -6.1 3.1
N -1.032 -2.600 4.346 0.2 1.9 3.9
O -2.143 -4.633 4.168 3.7 5.0 -3.5
H -1.549 -4.244 1.804 0.5 -0.1 0.0
H -0.366 -2.940 1.767 -0.6 -0.4 1.2
H -1.343 -2.666 5.354 0.7 -0.1 -1.8
H -0.137 -2.111 4.207 0.4 0.2 0.2
N -0.819 3.422 -1.550 2.5 2.6 -1.4
C -1.355 2.367 -1.017 -1.3 -6.4 -4.1
N -1.970 2.656 0.108 -0.8 -1.7 2.1
O -1.355 1.127 -1.718 0.4 6.2 4.3
H -0.028 3.187 -2.133 -0.2 0.6 -0.5
H -0.644 4.246 -0.944 -0.2 -1.0 -0.7
H -2.327 1.848 0.621 -1.1 -0.2 0.3
H -2.227 3.581 0.392 0.0 0.2 -0.2
N 0.368 0.145 2.709 -0.8 0.5 -0.3
C 1.421 -0.258 3.449 -3.7 -5.2 3.2
N 2.558 0.198 3.063 4.2 0.8 -0.3
O 1.279 -1.224 4.380 0.9 3.9 -3.1
H -0.609 -0.214 2.792 1.2 0.7 0.6
H 0.438 1.048 2.187 -0.3 -0.6 0.7
H 3.365 -0.155 3.580 -0.5 0.2 -0.4
H 2.773 0.541 2.119 -0.4 0.0 0.8
N -2.303 -0.441 3.017 0.4 2.1 4.4
C -2.838 -0.523 1.846 -2.6 5.4 -4.7
N -2.817 -1.667 1.246 -0.1 -1.7 -1.3
O -3.304 0.624 1.249 1.4 -4.4 2.5
H -2.616 0.462 3.505 1.1 -2.1 -0.7
H -1.843 -1.255 3.509 -1.2 0.8 0.0
H -3.130 -1.724 0.289 -0.2 0.4 0.0
H -2.245 -2.425 1.638 -0.7 0.4 -0.1
C -2.380 -3.496 -1.468 1.7 0.2 0.6
C -3.810 -3.176 -1.694 0.9 0.4 -1.6
O -4.075 -1.833 -1.335 0.0 0.0 1.0
H -2.050 -3.655 -0.431 -0.4 0.4 -0.1
H -1.759 -2.732 -1.913 0.2 0.5 0.1
H -2.024 -4.389 -1.942 -0.4 -0.8 -0.6
H -4.362 -3.933 -1.205 -1.4 -0.4 0.5
H -3.941 -3.140 -2.773 -0.4 -1.0 -0.3
H -4.916 -1.594 -1.722 -0.3 0.3 0.1
C 4.388 1.720 -0.839 0.6 -1.2 -0.1
C 5.313 1.582 0.388 -0.9 1.5 -1.0
O 4.527 1.682 1.552 0.0 0.1 1.5
H 5.011 1.557 -1.758 -0.6 0.5 0.7
H 3.839 2.671 -0.838 0.4 -0.2 -0.1
H 3.661 0.898 -0.849 0.1 0.2 0.1
H 5.934 2.476 0.345 0.7 -0.3 0.0
H 5.857 0.656 0.380 0.5 -0.3 -0.1
H 5.067 2.003 2.308 -0.5 -0.4 -0.9
C 1.721 1.551 -3.167 1.6 -0.6 0.6
C 2.378 2.898 -3.545 1.5 -2.4 -0.2
O 1.597 3.854 -2.934 0.2 2.6 0.2
H 2.095 0.666 -3.709 -0.4 0.6 -0.5
H 0.650 1.571 -3.098 -0.6 0.0 -0.6
H 2.015 1.258 -2.157 0.0 0.4 0.3
H 2.418 2.976 -4.654 0.0 0.3 0.6
H 3.447 2.959 -3.120 -1.3 -0.3 -0.9
H 2.057 4.719 -3.044 -0.8 -0.8 0.2
C 0.342 -1.297 -0.402 -1.9 1.0 0.4
O 0.625 -1.744 0.924 0.2 -1.3 -0.3
H 1.017 -0.490 -0.651 0.4 0.0 -0.5
H -0.677 -0.824 -0.417 0.8 -0.3 -0.1
H 0.293 -2.076 -1.190 0.6 0.1 0.9
H 0.531 -1.013 1.597 0.1 -0.2 -1.1
C -1.783 -1.033 -4.174 0.2 -2.1 1.1
O -2.938 -0.621 -3.568 -2.0 1.5 -1.3
H -1.877 -2.137 -4.350 0.6 0.5 -0.1
H -0.965 -0.823 -3.499 0.8 0.0 -0.2
H -1.659 -0.562 -5.116 0.1 0.6 -0.8
H -3.068 -0.939 -2.691 0.3 -0.3 1.2
C 1.468 2.361 0.729 2.3 0.6 -0.2
O 0.394 2.489 1.553 -2.1 0.8 0.8
H 1.442 3.045 -0.092 -0.1 0.5 -0.8
H 1.566 1.365 0.311 0.2 -0.4 -0.1
H 2.349 2.651 1.331 -0.2 -0.5 -0.5
H -0.430 2.616 1.026 0.3 -0.2 0.4
```
Forces are in eV/Å.

Properties
- Energy above the lowest of the compared OMol25 structures with the same formula, charge and spin: 6.128 eV
- Charge: 0
- Orbital gap: 8.97 eV

These are the Löwdin partial charges, in e, on atoms 1 to 2: atom 1 (N): 0.120, atom 2 (C): -0.588

=====

A 10-piece molecular cluster, C13H46O10 overall at a distorted geometry, computed with ωB97M-V with the def2-TZVPD basis set.

The geometry in XYZ format:
```
69
Properties=species:S:1:pos:R:3:forces:R:3
C -14.841 5.612 29.154 -0.5 -0.4 1.1
C -13.833 4.520 28.699 -1.6 0.9 1.1
O -13.379 5.060 27.484 -0.3 1.3 0.5
H -14.322 6.554 29.177 0.0 0.5 -0.5
H -15.251 5.532 30.172 0.5 -0.6 0.0
H -15.782 5.623 28.553 1.1 0.1 -0.1
H -14.511 3.694 28.492 0.6 -0.8 0.1
H -13.016 4.267 29.460 -1.1 0.5 -1.1
H -12.929 4.399 27.021 1.2 -1.6 -1.2
C -9.474 8.510 26.065 0.7 -0.6 1.2
C -10.205 9.639 25.392 0.4 -0.7 1.9
O -9.882 9.639 24.063 0.2 0.7 -2.6
H -8.374 8.567 25.850 -0.8 -0.2 0.1
H -9.887 7.513 25.765 0.5 0.9 0.1
H -9.604 8.611 27.163 0.1 -0.2 -0.5
H -9.967 10.590 25.894 -0.1 -0.1 -0.1
H -11.257 9.402 25.567 0.0 0.4 -0.6
H -8.948 9.870 23.892 -0.7 -0.2 0.5
C -8.443 7.756 30.856 1.0 1.9 -0.3
C -8.665 8.963 29.901 -0.5 -1.8 1.1
O -10.030 8.993 29.621 -0.9 -1.0 0.4
H -8.870 6.863 30.512 -0.8 -1.1 -0.9
H -8.848 7.919 31.841 -0.1 0.4 0.3
H -7.385 7.570 30.926 0.6 -0.1 0.3
H -8.168 8.847 28.972 1.1 -0.4 -0.9
H -8.364 9.898 30.314 0.5 0.7 0.7
H -10.245 9.882 29.390 -0.6 1.3 -0.6
C -13.059 12.829 26.582 -1.2 2.4 0.4
O -11.958 12.048 26.254 -0.4 -1.5 2.5
H -12.927 13.252 27.600 -0.3 -0.5 -0.4
H -14.009 12.318 26.450 0.0 -0.4 0.4
H -13.163 13.730 25.922 0.4 -0.6 0.4
H -11.664 12.369 25.458 1.5 0.8 -3.0
C -12.307 6.575 24.795 0.4 2.3 0.4
O -13.341 6.210 23.932 -1.7 -1.3 0.7
H -12.799 7.171 25.592 0.9 -0.4 0.2
H -11.585 7.287 24.297 -0.7 -0.9 0.1
H -11.759 5.721 25.178 0.2 -0.2 0.2
H -14.020 5.861 24.586 0.8 0.6 -1.7
C -9.837 12.779 29.207 -0.6 0.8 -0.1
O -10.172 11.521 28.719 0.3 -1.0 -0.4
H -9.311 13.356 28.437 -0.1 0.2 0.3
H -9.265 12.723 30.105 0.8 -0.4 0.4
H -10.767 13.227 29.529 -0.2 0.9 -0.1
H -10.602 11.666 27.872 -0.3 -0.3 -0.3
C -13.147 9.506 28.455 0.7 -0.8 0.9
O -12.305 8.644 27.659 -0.8 1.2 -0.5
H -13.708 8.873 29.193 0.3 0.8 -0.5
H -13.847 10.072 27.832 0.1 -0.6 -0.2
H -12.548 10.285 28.979 -0.2 -0.6 0.0
H -11.832 7.989 28.183 -0.5 0.2 0.4
C -10.593 6.085 28.396 0.0 -0.5 -1.0
O -11.318 6.577 29.453 -2.5 -2.1 0.7
H -10.476 5.016 28.456 0.0 -0.5 0.2
H -9.634 6.525 28.468 1.4 0.3 -0.7
H -11.090 6.284 27.442 0.2 0.1 -0.1
H -10.981 7.403 29.683 1.1 2.4 0.9
C -16.008 8.261 27.076 2.8 -0.9 1.0
O -16.032 8.327 25.737 -0.6 0.8 -3.7
H -16.788 7.686 27.459 -1.3 -1.1 0.6
H -15.986 9.198 27.559 -0.2 1.5 0.7
H -15.024 7.795 27.232 -0.3 -0.3 1.4
H -15.183 8.751 25.501 -0.6 -0.2 -0.1
C -13.497 10.006 24.014 0.5 -0.3 0.0
O -13.743 9.846 25.396 -0.7 0.3 0.1
H -14.441 10.129 23.485 0.1 -0.2 0.0
H -12.928 9.140 23.692 -0.2 -0.2 -0.6
H -12.855 10.851 23.803 0.1 0.5 0.0
H -13.047 10.253 25.914 0.4 0.0 0.0
```
Forces are in eV/Å.

Properties
- Energy above the lowest of the compared OMol25 structures with the same formula, charge and spin: 4.769 eV
- Charge: 0
- Orbital gap: 9.20 eV

These are the Löwdin partial charges, in e, on atoms 1 to 2: atom 1 (C): -0.087, atom 2 (C): -0.290

=====

Q: What is the formula in the third record?
A: C13H46O10